Entry 1:
C24H19AsN3O8STi | the ωB97M-V functional and the def2-TZVPD basis

Properties
Net charge = +1
HOMO-LUMO gap = 6.87 eV
Relative energy (zero: lowest compared OMol25 entry of this formula, charge and spin) = 38.7 kJ/mol
E_HOMO = -10.9 eV

Geometry (Å):
Ti -0.812 -0.004 -0.121
C -2.810 -1.813 1.912
O -1.497 -1.274 1.672
C -0.433 -1.916 2.282
C -0.510 -3.088 3.008
C 0.663 -3.596 3.559
C 1.877 -2.945 3.394
C 1.942 -1.760 2.675
C 0.782 -1.260 2.116
N 0.659 -0.052 1.384
N 1.415 0.897 1.723
C 1.137 2.163 1.306
C -0.169 2.531 0.928
O -1.097 1.611 0.699
C -0.534 3.893 0.861
C 0.406 4.850 1.080
C 1.754 4.531 1.417
C 2.710 5.542 1.633
C 3.995 5.219 1.979
C 4.362 3.872 2.122
C 3.450 2.868 1.910
C 2.128 3.181 1.555
H -2.976 -1.871 2.986
H -2.900 -2.799 1.455
H -3.514 -1.129 1.458
H -1.449 -3.600 3.157
H 0.618 -4.514 4.130
H 2.776 -3.357 3.831
H 2.871 -1.223 2.543
H -1.556 4.135 0.603
H 0.132 5.895 0.997
H 2.413 6.577 1.520
H 4.728 5.997 2.144
H 5.378 3.622 2.398
H 3.742 1.832 2.011
O 1.605 -1.603 -3.133
As 0.502 -0.246 -3.040
O 0.963 1.037 -3.888
O 0.545 0.010 -1.298
C -1.110 -1.204 -3.569
C -0.879 -2.148 -4.564
C -1.935 -2.834 -5.152
C -3.239 -2.585 -4.761
C -3.492 -1.646 -3.771
C -2.436 -0.968 -3.184
S -2.838 0.187 -1.917
O -4.135 0.713 -2.120
O -1.671 1.088 -1.859
O -2.678 -0.567 -0.600
H 2.485 -1.289 -3.386
H 0.132 -2.346 -4.890
H -1.730 -3.554 -5.933
H -4.062 -3.106 -5.229
H -4.503 -1.419 -3.462
N -0.392 -3.561 -0.859
C -0.582 -2.449 -0.629
H -0.231 -4.523 -1.084

---

Entry 2:
C24H19AuCl5NPS | the ωB97M-V functional and the def2-TZVPD basis

Properties
Net charge = +1
HOMO-LUMO gap = 6.65 eV
Relative energy (zero: lowest compared OMol25 entry of this formula, charge and spin) = 0.0 kJ/mol
E_HOMO = -10.7 eV

Geometry (Å):
Au -0.529 -0.124 -0.720
C -3.045 2.065 -0.881
C -1.697 2.714 -0.889
C -1.597 4.105 -0.674
C -0.376 4.708 -0.638
C 0.794 3.954 -0.876
C 2.085 4.519 -0.889
C 3.162 3.733 -1.179
C 2.988 2.369 -1.483
C 1.743 1.789 -1.469
S 1.542 0.109 -1.931
C 0.635 2.581 -1.128
N -0.605 1.986 -1.087
H -3.777 2.708 -1.369
H -3.376 1.911 0.148
H -3.024 1.100 -1.381
H -2.506 4.672 -0.531
H -0.292 5.773 -0.454
H 2.196 5.576 -0.681
H 4.156 4.160 -1.189
H 3.840 1.755 -1.747
Cl -3.736 -1.279 -0.243
C -2.962 -0.580 1.143
C -1.692 -0.044 1.006
C -1.054 0.454 2.133
Cl 0.555 1.087 1.982
C -1.678 0.447 3.380
Cl -0.857 1.036 4.762
C -2.976 -0.056 3.491
Cl -3.766 -0.049 5.008
C -3.623 -0.576 2.368
Cl -5.206 -1.217 2.506
C -1.051 -3.463 -1.669
P -0.301 -2.420 -0.405
C -0.927 -3.050 1.169
C 1.461 -2.754 -0.388
C 2.189 -2.446 0.761
C 3.565 -2.589 0.761
C 4.220 -3.016 -0.387
C 3.499 -3.306 -1.536
C 2.118 -3.172 -1.541
H -0.778 -3.123 -2.666
H -2.133 -3.411 -1.562
H -0.706 -4.485 -1.512
H -0.525 -4.053 1.310
H -2.014 -3.086 1.134
H -0.623 -2.407 1.993
H 1.685 -2.097 1.655
H 4.129 -2.360 1.657
H 5.296 -3.130 -0.383
H 4.012 -3.622 -2.434
H 1.563 -3.394 -2.444

---

Entry 3:
C24H19BrCl2N5OS2Ti | the ωB97M-V functional and the def2-TZVPD basis

Properties
Net charge = -1
HOMO-LUMO gap (spin up / spin down) = 5.06 / 5.16 eV
Relative energy (zero: lowest compared OMol25 entry of this formula, charge and spin) = 46.1 kJ/mol
E_HOMO (spin up / spin down) = -3.1 / -3.1 eV

Geometry (Å):
Ti -1.391 -0.246 -0.039
C 2.104 -1.603 2.223
C 0.832 -0.976 1.751
N 0.215 -1.288 0.617
N 0.682 -2.336 -0.145
C -0.263 -2.633 -1.003
O -1.395 -2.018 -1.029
C -0.021 -3.696 -2.009
C 1.161 -4.434 -2.010
C 1.374 -5.410 -2.970
C 0.408 -5.659 -3.939
C -0.770 -4.926 -3.939
C -0.986 -3.949 -2.979
C 0.109 -0.029 2.499
C 0.536 0.496 3.739
C -0.270 1.356 4.424
C -1.528 1.688 3.882
C -1.884 1.175 2.669
N -1.093 0.338 1.948
H 2.465 -2.309 1.481
H 2.870 -0.838 2.384
H 1.962 -2.135 3.168
H 1.902 -4.227 -1.250
H 2.295 -5.981 -2.964
H 0.575 -6.423 -4.689
H -1.526 -5.118 -4.692
H -1.897 -3.365 -2.960
H 1.511 0.219 4.115
H 0.052 1.783 5.366
H -2.201 2.364 4.390
H -2.838 1.406 2.213
Cl -1.724 2.611 -0.421
C -1.030 3.537 0.901
C -1.904 4.369 1.574
C -1.452 5.099 2.660
C -0.126 4.964 3.049
C 0.722 4.127 2.349
Cl 2.365 4.023 2.924
C 0.332 3.363 1.221
S 1.412 2.336 0.359
H -2.935 4.420 1.251
H -2.124 5.751 3.203
H 0.264 5.506 3.900
Br -3.897 -0.408 0.404
S -2.440 0.594 -3.070
C -0.793 0.670 -2.945
N -0.024 1.203 -3.962
C 1.324 1.256 -3.938
C 1.985 0.790 -2.853
C 1.195 0.308 -1.791
N -0.118 0.244 -1.846
H -0.538 1.551 -4.756
H 1.800 1.690 -4.806
H 3.059 0.822 -2.775
H 1.658 -0.051 -0.884